Record 1
Below is CHFN2O3 in the gas phase, with properties calculated with the ωB97M-V functional and the def2-TZVPD basis.

Output
charge = 0
multiplicity = 1
ΔE to the lowest compared entry with this formula, charge and spin = 253.5 kJ/mol

Element x y z (Å)
1 F 1.787 0.327 -0.326
2 O -0.430 0.297 -0.698
3 O -0.421 1.256 2.094
4 O -1.660 -0.699 -2.118
5 N -0.956 -0.892 -1.210
6 N 0.547 0.723 1.568
7 C 0.599 0.067 0.242
8 H 0.534 -1.079 0.448

Atomic forces in eV per Å
F -0.081 0.502 0.357
O 0.522 1.745 0.532
O 1.667 -1.821 -2.762
O 0.409 0.175 0.709
N -0.354 -1.005 -0.621
N -0.240 1.597 2.260
C -2.205 -3.015 -0.667
H 0.282 1.822 0.193

Record 2
Below is C4H9NO in the gas phase, with properties calculated with the ωB97M-V functional and the def2-TZVPD basis.

Output
charge = 0
multiplicity = 1
ΔE to the lowest compared entry with this formula, charge and spin = 197.4 kJ/mol

Element x y z (Å)
1 O 1.392 1.114 -1.351
2 N 0.317 -0.173 0.316
3 C -1.871 0.372 0.995
4 C 0.147 -1.722 0.488
5 C -0.875 0.517 -0.197
6 C 1.401 0.247 -0.518
7 H -0.503 -1.868 1.398
8 H 0.987 -2.283 0.871
9 H -0.546 1.518 -0.486
10 H -1.268 0.017 -1.056
11 H -2.052 1.219 1.659
12 H -2.943 0.212 0.603
13 H -1.698 -0.479 1.630
14 H 2.359 -0.334 -0.284
15 H -0.506 -2.189 -0.345

Atomic forces in eV per Å
O -0.227 0.087 0.260
N 1.579 -1.237 -2.467
C -3.056 0.797 -1.359
C -2.549 1.423 0.733
C -0.565 -0.622 3.051
C 1.125 -2.081 1.334
H 0.361 0.460 -0.936
H 0.870 0.258 -1.018
H -0.543 -0.126 0.331
H -0.243 -0.346 -0.765
H 0.756 0.282 -0.183
H 1.449 0.066 0.314
H 0.310 -0.167 0.005
H -0.937 0.508 -0.215
H 1.669 0.698 0.916

Record 3
Below is 2 unconnected molecules or ions with the total composition C4H12, with properties calculated with the ωB97M-V functional and the def2-TZVPD basis.

Output
charge = 0
multiplicity = 1
ΔE to the lowest compared entry with this formula, charge and spin = 152.9 kJ/mol

Element x y z (Å)
1 C 2.116 0.806 -0.350
2 C -2.532 -1.441 -0.029
3 C -0.955 -1.346 0.019
4 C 1.460 1.772 0.461
5 H 1.929 2.206 1.297
6 H -0.809 -0.105 -0.023
7 H 2.694 0.088 0.127
8 H 1.385 0.322 -1.033
9 H -2.965 -2.132 0.539
10 H 0.435 1.531 0.844
11 H 1.206 2.750 -0.136
12 H -0.487 -1.824 -0.777
13 H 2.861 1.178 -1.114
14 H -2.887 -0.451 0.370
15 H -2.761 -1.562 -1.115
16 H -0.691 -1.790 0.920

Atomic forces in eV per Å
C 0.874 -0.991 -4.298
C 2.457 4.125 -3.132
C -2.864 4.411 0.224
C -3.660 4.503 0.033
H 1.247 0.034 1.147
H 0.447 -3.652 0.213
H 0.592 -1.629 1.299
H 0.358 -0.124 0.613
H -1.486 -3.269 2.127
H 0.856 -0.474 -0.334
H 0.460 -1.680 0.647
H 0.823 -0.651 -1.420
H -0.669 0.405 0.902
H -0.089 -0.975 -0.733
H -0.569 0.222 0.975
H 1.224 -0.256 1.737

Record 4
Below is C2H3NOS in the gas phase, with properties calculated with the ωB97M-V functional and the def2-TZVPD basis.

Output
charge = 0
multiplicity = 1
ΔE to the lowest compared entry with this formula, charge and spin = 340.9 kJ/mol

Element x y z (Å)
1 S 3.063 0.264 0.031
2 O 0.601 -0.104 -0.462
3 N -0.617 -0.361 0.339
4 C 1.557 -0.114 0.392
5 C -1.595 -0.028 -0.447
6 H -2.496 -0.278 -0.066
7 H -1.534 0.679 -1.340
8 H 1.020 -0.057 1.553

Atomic forces in eV per Å
S 0.798 -0.358 -0.071
O -2.476 -0.562 0.172
N -1.541 0.288 -4.000
C 0.260 1.875 4.755
C 3.556 1.636 0.055
H -3.025 -0.568 1.122
H 0.288 -1.586 0.979
H 2.139 -0.725 -3.013

| no. | LUMO (eV) | HOMO level (Eh) | electronic energy (eV) |
| --- | --- | --- | --- |
| 1 | -1.26 | -0.373 | -12887.326 |
| 2 | 0.87 | -0.354 | -7830.275 |
| 3 | 1.13 | -0.406 | -4340.943 |
| 4 | 0.12 | -0.322 | -16491.665 |